(i)
Below is an isolated ion of composition C2H9N5 and charge +2, with properties calculated with ωB97M-V with the def2-TZVPD basis set.

CARTESIAN COORDINATES (ANGSTROEM)
C  -0.383  -1.186  0.442
C  0.175  1.652  0.356
N  -1.552  -0.710  0.211
N  0.854  -0.675  0.054
N  1.811  -1.521  -0.157
N  -2.330  0.024  -0.440
N  1.096  0.645  0.011
H  -0.493  -2.142  0.892
H  -0.241  1.233  1.324
H  0.756  2.630  0.692
H  -0.620  1.944  -0.530
H  1.706  -2.462  -0.534
H  2.683  -1.012  -0.443
H  -3.295  -0.225  -0.334
H  -2.019  0.749  -0.995
H  1.851  1.055  -0.549

Properties
LUMO energy (alpha / beta): -0.425 / -0.425 Eh
HOMO-LUMO gap (alpha / beta): 0.29455 / 0.29463 Eh
Net charge: +2
E_HOMO (alpha / beta): -0.71930 / -0.71935 Ha

Here are the natural (NBO) charges for atoms 1 to 2, given in e: C 0.032; C -0.493

(ii)
Below is a 2-piece molecular cluster, C2H9N5 overall, with properties calculated with ωB97M-V with the def2-TZVPD basis set.

CARTESIAN COORDINATES (ANGSTROEM)
C  -1.226  0.601  -0.124
C  1.454  -0.093  -1.083
N  -1.629  -0.476  0.204
N  1.019  0.329  0.179
N  -1.387  1.817  -0.429
N  -1.504  -1.676  0.675
N  1.527  -0.161  1.261
H  0.547  0.077  -1.719
H  1.920  0.829  -1.652
H  2.136  -0.995  -1.223
H  -2.383  2.076  -0.737
H  -0.840  2.684  -0.494
H  -1.600  -2.414  -0.030
H  -1.722  -1.968  1.737
H  1.410  0.282  2.243
H  2.278  -0.912  1.193

Properties
LUMO energy (alpha / beta): -0.381 / -0.381 Eh
HOMO-LUMO gap (alpha / beta): 0.29664 / 0.29666 Eh
Net charge: +2
E_HOMO (alpha / beta): -0.67803 / -0.67804 Ha

Here are the natural (NBO) charges for atoms 1 to 2, given in e: C 0.627; C -0.556

(iii)
Below is an isolated ion of composition C2H9N5 and charge +2, with properties calculated with ωB97M-V with the def2-TZVPD basis set.

CARTESIAN COORDINATES (ANGSTROEM)
N  1.449  -2.456  0.698
C  0.605  -1.442  0.874
N  0.159  -0.587  -0.006
C  -0.867  0.611  0.120
N  -1.808  0.379  0.944
N  -0.808  1.652  -0.544
N  0.199  2.111  -1.459
H  1.706  -3.058  1.465
H  2.174  -2.330  -0.001
H  0.163  -1.640  1.937
H  0.661  -0.722  -0.887
H  -2.545  1.052  1.061
H  -2.127  -0.583  1.192
H  -0.158  3.110  -1.933
H  1.096  2.427  -1.193
H  0.102  1.477  -2.267

Properties
LUMO energy: -0.290 Eh
SMILES string: N/C=[NH+]/C(N)=N\[NH3+]
HOMO-LUMO gap: 0.40586 Eh
Net charge: +2
E_HOMO: -0.69577 Ha

Here are the natural (NBO) charges for atoms 1 to 2, given in e: N -0.674; C 0.403

Stability check: which of them is most stable? (iii).

(i)
Below is a 2-piece molecular cluster, C4H13NS overall, with properties calculated with ωB97M-V with the def2-TZVPD basis set.

CARTESIAN COORDINATES (ANGSTROEM)
C  1.901  -1.234  -1.525
C  2.667  -0.177  -0.678
S  1.655  1.258  -0.136
H  1.918  -1.271  -2.678
H  2.340  -2.181  -1.412
H  0.913  -1.314  -1.316
H  2.992  -0.564  0.310
H  3.404  0.265  -1.207
H  2.440  1.354  1.003
C  -2.057  -0.939  0.878
N  -1.707  0.363  0.072
C  -1.916  1.604  0.822
H  -1.539  -0.830  1.838
H  -1.466  -1.742  0.435
H  -3.162  -1.068  0.954
H  -2.449  0.483  -0.666
H  -2.131  2.531  0.248
H  -2.796  1.504  1.631
H  -1.007  1.956  1.426

Properties
LUMO energy: 0.035 Eh
SMILES string: CCS.CNC
HOMO-LUMO gap: 0.34766 Eh
Net charge: 0
E_HOMO: -0.31302 Ha

Here are the natural (NBO) charges for atoms 1 to 2, given in e: C -0.628; C -0.486

(ii)
Below is a 2-piece molecular cluster, C4H13NS overall, with properties calculated with ωB97M-V with the def2-TZVPD basis set.

CARTESIAN COORDINATES (ANGSTROEM)
C  0.336  2.969  -1.439
C  0.275  1.742  -0.543
S  -0.408  2.181  1.083
H  0.981  3.733  -1.005
H  -0.661  3.389  -1.579
H  0.729  2.701  -2.420
H  1.269  1.314  -0.411
H  -0.352  0.970  -0.987
H  -0.654  0.918  1.460
C  1.010  -1.752  0.358
N  -0.229  -1.437  1.054
C  -1.338  -2.260  0.575
H  1.840  -1.198  0.799
H  1.255  -2.823  0.364
H  0.938  -1.432  -0.684
H  -0.098  -1.624  2.043
H  -1.529  -2.019  -0.471
H  -2.234  -2.035  1.152
H  -1.132  -3.336  0.649

Properties
LUMO energy: 0.034 Eh
SMILES string: CCS.CNC
HOMO-LUMO gap: 0.34994 Eh
Net charge: 0
E_HOMO: -0.31615 Ha

Here are the natural (NBO) charges for atoms 1 to 2, given in e: C -0.615; C -0.505

Stability check: which of them is most stable? (ii).

(i)
Below is a 2-piece molecular cluster, C4H13NS overall, with properties calculated with ωB97M-V with the def2-TZVPD basis set.

CARTESIAN COORDINATES (ANGSTROEM)
C  1.287  2.937  -1.668
N  0.532  2.315  -2.775
C  -0.906  2.338  -2.781
H  0.854  2.739  -0.692
H  1.037  3.994  -1.863
H  2.323  2.657  -1.742
H  1.000  2.572  -3.626
H  -1.298  2.107  -3.769
H  -1.211  1.583  -2.062
H  -1.269  3.329  -2.423
C  -1.484  -2.303  2.563
S  -0.283  -2.763  3.791
C  0.952  -3.536  2.675
H  -2.191  -3.142  2.466
H  -2.093  -1.455  2.865
H  -0.990  -2.254  1.600
H  0.937  -4.627  2.698
H  1.924  -3.277  3.104
H  0.879  -3.214  1.640

Properties
LUMO energy: 0.033 Eh
SMILES string: CNC.CSC
HOMO-LUMO gap: 0.33425 Eh
Net charge: 0
E_HOMO: -0.30143 Ha

Here are the natural (NBO) charges for atoms 1 to 2, given in e: C -0.415; N -0.644

(ii)
Below is a 2-piece molecular cluster, C4H13NS overall, with properties calculated with ωB97M-V with the def2-TZVPD basis set.

CARTESIAN COORDINATES (ANGSTROEM)
C  -0.865  1.399  1.744
C  -0.157  2.650  1.284
N  0.788  2.293  0.226
H  -1.618  1.595  2.523
H  -1.437  0.929  0.943
H  -0.183  0.657  2.172
H  -0.919  3.356  0.943
H  0.429  3.058  2.100
H  1.333  3.069  -0.111
H  0.370  1.790  -0.540
C  1.079  -2.309  -1.646
C  -0.145  -2.865  -0.948
S  -1.520  -1.672  -0.737
H  1.418  -1.392  -1.179
H  0.902  -2.079  -2.699
H  1.874  -3.048  -1.637
H  0.102  -3.213  0.048
H  -0.591  -3.688  -1.502
H  -0.860  -0.531  -0.983

Properties
LUMO energy: 0.036 Eh
SMILES string: CCN.CCS
HOMO-LUMO gap: 0.36604 Eh
Net charge: 0
E_HOMO: -0.32984 Ha

Here are the natural (NBO) charges for atoms 1 to 2, given in e: C -0.613; C -0.216

Stability check: which of them is most stable? (ii).

(i)
Below is one molecule with the formula C6H8S2, with properties calculated with ωB97M-V with the def2-TZVPD basis set.

CARTESIAN COORDINATES (ANGSTROEM)
C  0.431  2.921  0.121
C  0.494  1.734  -0.053
C  0.489  0.272  -0.191
S  1.987  -0.347  -1.110
C  0.466  -0.581  1.134
C  -0.500  -1.578  0.427
C  -0.726  -0.549  -0.740
S  -2.278  0.410  -0.769
H  0.373  3.979  0.294
H  2.894  0.594  -0.804
H  1.350  -1.035  1.574
H  -0.026  -0.019  1.914
H  -0.067  -2.440  0.028
H  -1.371  -1.831  1.070
H  -0.513  -0.907  -1.671
H  -3.005  -0.623  -1.222

Properties
LUMO energy: 0.028 Eh
SMILES string: C#C[C@@]1(S)CC[C@H]1S
HOMO-LUMO gap: 0.36612 Eh
Net charge: 0
E_HOMO: -0.33763 Ha

Here are the natural (NBO) charges for atoms 1 to 2, given in e: C -0.190; C -0.047

(ii)
Below is one molecule with the formula C6H8S2, with properties calculated with ωB97M-V with the def2-TZVPD basis set.

CARTESIAN COORDINATES (ANGSTROEM)
S  -3.206  -0.528  -0.002
C  -1.705  0.112  0.004
S  -1.400  1.840  0.002
C  -0.454  -0.738  0.002
C  0.445  -0.448  1.238
C  1.604  0.330  0.666
C  1.602  0.334  -0.663
C  0.441  -0.441  -1.238
H  -2.678  2.202  -0.005
H  -0.794  -1.762  -0.013
H  -0.080  0.088  2.050
H  0.772  -1.352  1.677
H  2.360  0.819  1.264
H  2.375  0.811  -1.287
H  -0.079  0.113  -2.018
H  0.798  -1.382  -1.675

Properties
LUMO energy: -0.003 Eh
SMILES string: S=C(S)C1CC=CC1
HOMO-LUMO gap: 0.31393 Eh
Net charge: 0
E_HOMO: -0.31711 Ha

Here are the natural (NBO) charges for atoms 1 to 2, given in e: S 0.015; C -0.244

Stability check: which of them is most stable? (ii).

(i)
Below is an isolated ion of composition C6H5N4S2 and charge +1, with properties calculated with ωB97M-V with the def2-TZVPD basis set.

CARTESIAN COORDINATES (ANGSTROEM)
C  1.400  1.392  -0.860
C  0.075  0.859  -0.800
C  2.219  1.135  0.231
C  -0.228  0.514  0.603
C  -3.595  0.920  0.397
C  -1.083  -0.702  1.029
N  -2.533  1.255  0.867
N  -1.476  0.630  1.402
N  -2.206  -2.520  0.197
N  -1.979  -1.337  0.139
S  -5.005  0.926  -0.238
S  1.375  0.595  1.547
H  1.697  1.806  -1.794
H  -0.537  0.769  -1.701
H  3.225  1.343  0.204
H  -0.662  -1.220  1.940
H  -1.760  -3.239  0.820

Properties
LUMO energy (alpha / beta): -0.239 / -0.239 Eh
HOMO-LUMO gap (alpha / beta): 0.21713 / 0.21710 Eh
Net charge: +1
E_HOMO (alpha / beta): -0.45630 / -0.45629 Ha

Here are the natural (NBO) charges for atoms 1 to 2, given in e: C -0.265; C -0.009

(ii)
Below is an isolated ion of composition C6H5N4S2 and charge +1, with properties calculated with ωB97M-V with the def2-TZVPD basis set.

CARTESIAN COORDINATES (ANGSTROEM)
C  -1.708  -1.264  1.761
C  -1.474  -0.705  0.493
C  -0.560  -1.637  2.405
C  -0.139  -0.682  0.184
C  0.444  2.318  -2.172
C  0.520  -0.127  -1.036
N  -0.358  1.385  -2.495
N  -0.455  0.245  -2.041
N  2.242  1.236  -0.020
N  1.328  1.036  -0.760
S  0.961  3.778  -2.264
S  0.834  -1.359  1.463
H  -2.685  -1.379  2.192
H  -2.243  -0.355  -0.171
H  -0.455  -2.041  3.394
H  1.140  -0.913  -1.498
H  2.608  0.466  0.565

Properties
LUMO energy: -0.262 Eh
HOMO-LUMO gap: 0.20857 Eh
Net charge: +1
E_HOMO: -0.47086 Ha

Here are the natural (NBO) charges for atoms 1 to 2, given in e: C -0.238; C -0.207

Stability check: which of them is most stable? (ii).

(i)
Below is one molecule with the formula C5H11NS, with properties calculated with ωB97M-V with the def2-TZVPD basis set.

CARTESIAN COORDINATES (ANGSTROEM)
C  3.049  -0.555  0.300
C  2.266  0.629  -0.250
N  0.997  0.757  -0.403
S  0.090  -0.559  0.062
C  -1.577  0.082  -0.345
C  -2.671  -0.984  -0.063
C  -1.854  1.356  0.457
H  2.849  -0.694  1.352
H  2.776  -1.494  -0.203
H  4.091  -0.318  0.152
H  2.850  1.505  -0.523
H  -1.586  0.342  -1.403
H  -3.617  -0.630  -0.423
H  -2.456  -1.907  -0.602
H  -2.695  -1.217  0.963
H  -1.213  2.145  0.180
H  -2.878  1.649  0.227
H  -1.821  1.106  1.500

Properties
LUMO energy: 0.038 Eh
SMILES string: C/C=N\SC(C)C
HOMO-LUMO gap: 0.34367 Eh
Net charge: 0
E_HOMO: -0.30521 Ha

Here are the natural (NBO) charges for atoms 1 to 2, given in e: C -0.706; C 0.107

(ii)
Below is one molecule with the formula C5H11NS, with properties calculated with ωB97M-V with the def2-TZVPD basis set.

CARTESIAN COORDINATES (ANGSTROEM)
C  -1.928  0.543  -0.843
C  -1.674  0.088  0.563
C  -0.542  0.092  1.271
C  0.860  0.514  0.874
S  1.014  2.004  -0.168
C  1.653  -0.662  0.287
N  1.090  -1.082  -0.994
H  -2.812  0.045  -1.255
H  -2.093  1.597  -0.868
H  -1.065  0.362  -1.548
H  -2.558  -0.279  1.072
H  -0.586  -0.268  2.275
H  1.359  0.790  1.811
H  0.978  1.339  -1.340
H  2.700  -0.362  0.118
H  1.681  -1.444  1.036
H  1.716  -1.709  -1.452
H  0.208  -1.568  -0.840

Properties
LUMO energy: 0.034 Eh
SMILES string: C/C=C\[C@H](S)CN
HOMO-LUMO gap: 0.35490 Eh
Net charge: 0
E_HOMO: -0.32046 Ha

Here are the natural (NBO) charges for atoms 1 to 2, given in e: C -0.673; C -0.164

Stability check: which of them is most stable? (i).